{
  "formula": "C37H74ClF4IN9O12PS2",
  "method": "ωB97M-V with the def2-TZVPD basis set",
  "e_above_lowest_ev": 0.518,
  "largest_force_ev_per_a": 2.97,
  "smiles": "[H]/N=C(/C)C[C@](O[C@@H](C(F)(F)C(F)F)P(O)(O)=S)([C@@H](Cl)CC)[C@@](N)(I)O[C@@](S)(CCOC(C)=O)C/C(C)=N/[H].CN(C)C=O.CN(C)C=O.CN(C)C=O.CN(C)C=O.CN(C)C=O.CN(C)C=O",
  "species": ["C", "C", "C", "Cl", "C", "C", "C", "C", "N", "O", "C", "C", "F", "F", "C", "F", "F", "P", "O", "O", "S", "C", "N", "I", "O", "C", "S", "C", "C", "O", "C", "C", "O", "C", "C", "C", "N", "H", "H", "H", "H", "H", "H", "H", "H", "H", "H", "H", "H", "H", "H", "H", "H", "H", "H", "H", "H", "H", "H", "H", "H", "H", "H", "H", "H", "H", "H", "H", "H", "C", "O", "N", "C", "C", "H", "H", "H", "H", "H", "H", "H", "C", "O", "N", "C", "C", "H", "H", "H", "H", "H", "H", "H", "C", "O", "N", "C", "C", "H", "H", "H", "H", "H", "H", "H", "C", "O", "N", "C", "C", "H", "H", "H", "H", "H", "H", "H", "C", "O", "N", "C", "C", "H", "H", "H", "H", "H", "H", "H", "C", "O", "N", "C", "C", "H", "H", "H", "H", "H", "H", "H"],
  "xyz": [[4.7673, -1.5243, 4.9101], [4.8658, -0.7753, 3.5664], [4.1914, -1.5105, 2.3891], [5.3382, -1.5750, 1.0016], [2.7131, -1.1362, 2.0012], [1.7929, -1.9417, 2.9367], [1.4500, -3.3963, 2.7199], [0.1380, -3.8380, 3.3322], [2.1301, -4.3102, 2.1728], [2.5790, -1.1584, 0.5837], [2.0454, -2.1403, -0.2332], [0.4992, -2.2537, -0.3523], [0.0144, -1.5512, -1.3961], [-0.1582, -1.7792, 0.7108], [0.0049, -3.7440, -0.5774], [-0.9034, -4.0595, 0.3288], [-0.6276, -3.8311, -1.7452], [2.6917, -1.7294, -1.9577], [2.3404, -0.2077, -2.3628], [4.3060, -1.7542, -1.9309], [2.1646, -3.0636, -3.2536], [2.3388, 0.4260, 2.2675], [2.1263, 0.7784, 3.6226], [3.8864, 1.6703, 1.2850], [1.1510, 0.5609, 1.5413], [0.4452, 1.7335, 1.2689], [0.7626, 2.4857, -0.4123], [-1.0277, 1.2120, 1.0882], [-1.6670, 0.7527, 2.3934], [-2.5659, 1.7959, 2.8235], [-3.5216, 1.3240, 3.6823], [-4.9425, 1.4708, 3.2169], [-3.2406, 0.8564, 4.7169], [0.2919, 2.9030, 2.2865], [1.3475, 3.9915, 2.3606], [1.4615, 5.1471, 1.3813], [2.1493, 3.9318, 3.3152], [5.2267, -2.5100, 4.8756], [3.7593, -1.5283, 5.3209], [5.3822, -0.9400, 5.5988], [5.9275, -0.7278, 3.3484], [4.5578, 0.2492, 3.7563], [4.1470, -2.5469, 2.7191], [2.2270, -1.8784, 3.9359], [0.8525, -1.4094, 3.0455], [-0.2939, -4.6670, 2.7893], [0.4218, -4.2268, 4.3126], [-0.5441, -3.0109, 3.5126], [3.0196, -3.8960, 1.8711], [2.4443, -3.1483, -0.1151], [0.8156, -4.4677, -0.6032], [1.7339, 0.1457, -1.6832], [4.6126, -0.8943, -2.2638], [1.1418, 0.6600, 3.8289], [2.6225, 0.2249, 4.3072], [-0.1479, 1.8821, -1.2084], [-1.0510, 0.4493, 0.3145], [-1.6245, 2.0290, 0.6969], [-0.9336, 0.4974, 3.1591], [-2.2900, -0.1247, 2.2071], [-5.1980, 0.6938, 2.4985], [-5.5921, 1.3932, 4.0784], [-5.0954, 2.4544, 2.7822], [0.1666, 2.5356, 3.2996], [-0.6518, 3.3884, 2.0475], [1.2718, 6.1179, 1.8350], [2.4924, 5.1515, 1.0235], [0.8484, 5.0400, 0.4910], [2.8090, 4.7105, 3.2720], [-7.7244, 4.1907, 2.9733], [-7.4230, 3.1501, 3.5333], [-7.6774, 5.4094, 3.5341], [-8.0538, 6.6111, 2.8075], [-7.2354, 5.5255, 4.9133], [-8.0714, 4.2108, 1.9255], [-7.2009, 7.2919, 2.7643], [-8.8820, 7.1012, 3.3185], [-8.3633, 6.3652, 1.7948], [-6.2225, 5.1321, 5.0094], [-7.8922, 4.9423, 5.5600], [-7.2523, 6.5679, 5.2212], [0.8552, -0.9591, -8.3804], [0.9982, -0.4858, -9.4972], [1.7459, -0.8805, -7.3785], [1.4924, -1.4695, -6.0736], [3.0052, -0.1846, -7.5991], [-0.0592, -1.5079, -8.0962], [1.5173, -0.6886, -5.3115], [2.2600, -2.2082, -5.8529], [0.5179, -1.9534, -6.0538], [2.8128, 0.8518, -7.8787], [3.5538, -0.6601, -8.4106], [3.6058, -0.2117, -6.6934], [-12.1969, 6.9868, 1.8414], [-11.1306, 7.5473, 2.0152], [-12.3647, 5.6522, 1.7761], [-13.6657, 5.0464, 1.5671], [-11.2009, 4.7949, 1.9205], [-13.1395, 7.5476, 1.7208], [-13.9090, 4.3980, 2.4111], [-13.6515, 4.4516, 0.6516], [-14.4319, 5.8137, 1.4782], [-10.7304, 4.9727, 2.8893], [-10.4760, 5.0270, 1.1384], [-11.4950, 3.7512, 1.8456], [5.2033, 1.0593, -11.2998], [5.1192, 1.5625, -10.1930], [4.1965, 0.4530, -11.9506], [4.3697, -0.1268, -13.2659], [2.8881, 0.3788, -11.3059], [6.1486, 1.0618, -11.8718], [3.6914, 0.3561, -13.9729], [4.1453, -1.1951, -13.2289], [5.3937, 0.0076, -13.6103], [2.5285, 1.3876, -11.1022], [2.9760, -0.1474, -10.3702], [2.1810, -0.1382, -11.9480], [6.8243, -6.5077, -5.3291], [6.9743, -7.4425, -6.0930], [5.6361, -6.0542, -4.8871], [5.5245, -4.9318, -3.9741], [4.4247, -6.7138, -5.3418], [7.6804, -5.9390, -4.9250], [5.0252, -5.2556, -3.0590], [4.9360, -4.1403, -4.4407], [6.5100, -4.5433, -3.7235], [4.4491, -7.7659, -5.0548], [4.3613, -6.6566, -6.4293], [3.5539, -6.2348, -4.8998], [1.4574, -3.4992, 7.2163], [1.6698, -3.0875, 6.0861], [2.3043, -3.3617, 8.2476], [2.0057, -3.8635, 9.5756], [3.5619, -2.6804, 8.0049], [0.5266, -4.0266, 7.4822], [2.0040, -3.0367, 10.2881], [2.7643, -4.5903, 9.8719], [1.0302, -4.3447, 9.5895], [3.3553, -1.6716, 7.6455], [4.1155, -3.2166, 7.2332], [4.1528, -2.6315, 8.9159]]
}